{
  "formula": "C42H87FInO",
  "method": "ωB97M-V/def2-TZVPD",
  "symbols": ["In", "F", "O", "C", "C", "C", "C", "C", "C", "C", "C", "C", "C", "C", "C", "C", "C", "C", "C", "C", "C", "C", "C", "C", "C", "C", "C", "C", "C", "C", "C", "C", "C", "C", "C", "C", "C", "C", "C", "C", "C", "C", "C", "C", "C", "H", "H", "H", "H", "H", "H", "H", "H", "H", "H", "H", "H", "H", "H", "H", "H", "H", "H", "H", "H", "H", "H", "H", "H", "H", "H", "H", "H", "H", "H", "H", "H", "H", "H", "H", "H", "H", "H", "H", "H", "H", "H", "H", "H", "H", "H", "H", "H", "H", "H", "H", "H", "H", "H", "H", "H", "H", "H", "H", "H", "H", "H", "H", "H", "H", "H", "H", "H", "H", "H", "H", "H", "H", "H", "H", "H", "H", "H", "H", "H", "H", "H", "H", "H", "H", "H", "H"],
  "coordinates": [[-1.181, -4.646, 3.401], [-0.100, -3.427, 2.086], [2.609, -6.604, 3.521], [7.051, 7.943, -1.641], [6.435, 1.085, -0.889], [0.601, -3.607, -6.716], [2.812, -3.470, 4.219], [-3.682, -2.643, 3.652], [2.149, -1.975, 6.390], [-0.227, 1.069, -2.039], [-1.153, -0.423, 0.555], [4.765, 6.961, -3.544], [-7.465, 1.270, 3.293], [3.729, 1.484, 0.638], [-1.378, 3.299, -2.487], [2.930, -2.166, 5.073], [6.718, 2.482, -1.424], [-1.496, -3.435, -4.396], [-1.493, 0.224, -1.885], [3.566, 0.161, 1.375], [-8.118, 0.440, 2.187], [1.874, -4.580, 4.792], [1.086, -4.417, 6.145], [-8.699, 0.112, 5.247], [-4.039, -3.720, 2.470], [1.219, -3.096, 6.934], [-0.695, -3.905, -3.190], [7.057, 6.615, -2.400], [-2.089, 0.191, -0.477], [-0.176, -4.798, -6.151], [-7.352, -0.833, 1.859], [1.631, -5.981, 4.015], [-1.534, -4.457, -5.533], [-7.367, 0.580, 4.657], [-0.369, 2.539, -1.637], [7.669, 9.089, -2.431], [5.085, 0.528, -1.345], [-9.668, 1.254, 5.523], [-3.484, -3.036, 1.092], [3.861, 1.320, -0.876], [0.091, -6.470, 3.915], [-0.118, -2.910, -7.863], [3.996, 5.987, -2.662], [-3.281, -5.144, 2.732], [6.243, 6.600, -3.697], [-1.262, -0.802, -2.195], [2.851, 2.106, 0.844], [3.443, 0.339, 2.447], [-1.073, -2.486, -7.543], [0.583, 0.622, -1.453], [8.093, 6.348, -2.640], [6.693, 5.827, -1.732], [-0.335, -5.530, -6.953], [2.962, 0.821, -1.258], [5.001, -0.510, -1.006], [6.499, 1.088, 0.203], [-0.730, -3.152, -2.398], [0.607, -2.999, 7.905], [0.394, -5.235, 6.548], [-4.591, -1.927, 3.733], [-0.308, -3.607, -8.684], [-10.587, 0.868, 5.974], [-2.385, 2.889, -2.382], [-6.695, -0.281, 4.583], [2.226, -1.014, 7.009], [-9.150, 0.189, 2.454], [-2.209, -4.088, -6.314], [-4.023, -3.583, 0.232], [-0.019, -7.320, 3.143], [-7.847, -1.365, 1.041], [3.368, -3.648, 3.241], [0.355, -4.071, -3.442], [2.684, -0.378, 1.019], [-1.639, -0.453, 1.534], [7.224, 0.411, -1.240], [-3.581, -3.132, 4.681], [-8.496, -0.407, 6.190], [7.670, 10.003, -1.830], [-1.097, -2.479, -4.753], [-3.653, -1.901, 1.079], [-0.159, -6.849, 4.982], [5.070, 0.487, -2.441], [-0.886, -1.446, 0.279], [-3.788, -5.706, 3.609], [4.591, 2.026, 1.042], [2.942, 6.273, -2.615], [6.320, 5.600, -4.140], [-9.947, 1.779, 4.606], [7.110, 9.297, -3.347], [0.448, -5.302, -5.406], [3.632, -1.358, 4.689], [-8.016, 2.211, 3.398], [-1.105, -4.836, -2.789], [-5.166, -3.901, 2.419], [-1.986, -5.384, -5.160], [1.569, -3.967, -7.080], [-0.640, 2.622, -0.580], [-9.173, -0.622, 4.589], [0.097, 1.018, -3.086], [6.033, 8.209, -1.342], [-3.197, -5.779, 1.787], [-2.259, 0.582, -2.582], [-2.366, -3.203, 0.926], [7.707, 2.817, -1.096], [-2.766, -1.997, 3.386], [-6.891, 1.273, 5.361], [-9.230, 1.978, 6.216], [6.704, 2.491, -2.517], [4.381, 5.978, -1.640], [-6.453, 1.549, 2.976], [0.495, -2.091, -8.249], [4.305, 6.966, -4.539], [-6.329, -0.608, 1.544], [-8.176, 1.054, 1.281], [4.439, -0.484, 1.247], [-3.012, -0.399, -0.505], [4.657, 7.977, -3.151], [-2.379, 1.199, -0.159], [-7.305, -1.513, 2.713], [4.053, 4.971, -3.062], [7.620, 7.814, -0.714], [-1.415, 4.348, -2.180], [-1.346, -3.705, 4.952], [0.609, 3.022, -1.742], [3.871, 2.314, -1.337], [6.698, 7.284, -4.422], [5.987, 3.209, -1.062], [0.821, -2.884, -5.925], [-1.100, 3.266, -3.544], [8.704, 8.862, -2.702], [-0.233, 0.157, 0.660], [-2.524, -3.236, -4.074]],
  "fmax_ev_per_a": 4.9,
  "lumo_ev": 2.1,
  "total_energy_ev": -54901.2573,
  "homo_energy_ev": -4.78,
  "total_charge": -1,
  "gap_ev": 6.872
}